{"formula": "CH7NS2", "method": "the ωB97M-V functional and the def2-TZVPD basis", "smiles": "CSS.N", "orbital_gap_ev": 9.7, "e_lumo_ev": 0.59, "de_lowest_kj_mol": 18.6, "elements": ["C", "S", "S", "H", "H", "H", "H", "N", "H", "H", "H"], "coordinates": [[1.6841, 0.7534, -1.4161], [1.1285, -0.6351, -0.3765], [-0.4444, -1.3865, -1.4611], [1.6291, 1.6748, -0.8504], [2.7570, 0.5717, -1.5817], [1.2194, 0.7419, -2.3867], [-1.4297, -0.8851, -0.7670], [-1.7821, -0.1733, 2.0933], [-1.8613, 0.4741, 2.8568], [-1.9785, -1.1365, 2.2950], [-0.9219, 0.0007, 1.5944]]}

{"formula": "CH7NS2", "method": "the ωB97M-V functional and the def2-TZVPD basis", "smiles": "CSS.N", "orbital_gap_ev": 9.7, "e_lumo_ev": 0.53, "de_lowest_kj_mol": 125.7, "elements": ["C", "S", "S", "H", "H", "H", "H", "N", "H", "H", "H"], "coordinates": [[-3.9002, 1.7674, -1.0937], [-2.9731, 0.4173, -0.1746], [-1.8047, 1.1421, 1.3584], [-3.9374, 1.5481, -2.1070], [-3.3188, 2.6994, -1.0739], [-4.8995, 1.5705, -0.7207], [-0.5800, 1.2149, 0.9431], [5.0843, -2.8897, 0.7612], [6.1574, -3.0222, 0.5143], [5.1055, -2.3404, 1.5211], [5.0666, -2.1075, 0.0717]]}

{"formula": "CH7OPSi", "method": "the ωB97M-V functional and the def2-TZVPD basis", "smiles": "CP(O)[SiH3]", "orbital_gap_ev": 9.3, "e_lumo_ev": 0.78, "de_lowest_kj_mol": 0.0, "elements": ["C", "P", "O", "Si", "H", "H", "H", "H", "H", "H", "H"], "coordinates": [[-0.8478, -0.8433, 1.0878], [-0.1570, 0.7698, 0.5124], [1.3647, 0.7725, 1.2014], [0.2450, 0.3283, -1.6557], [-0.7630, -1.6230, 0.3479], [-0.3287, -1.1344, 1.9903], [-1.8789, -0.6703, 1.3537], [1.4314, 1.6443, 1.6273], [-0.6118, 1.2679, -2.4090], [1.6542, 0.5535, -2.0336], [-0.1082, -1.0653, -2.0224]]}

{"formula": "CH7OS", "method": "the ωB97M-V functional and the def2-TZVPD basis", "orbital_gap_ev": 11.0, "total_charge": 1, "e_lumo_ev": -4.99, "de_lowest_kj_mol": 85.8, "elements": ["O", "H", "H", "H", "C", "S", "H", "H", "H", "H"], "coordinates": [[-0.1424, 2.4395, 0.8361], [0.8427, -1.3366, 0.9838], [0.1881, 3.2990, 0.6308], [-1.0988, 2.5255, 0.6990], [-0.5374, -1.8048, -0.9857], [0.4584, -0.4931, -0.0317], [-0.2970, -1.4962, -1.9923], [-1.5799, -1.7199, -0.6783], [-0.2632, -2.7880, -0.6146], [0.0003, 0.3639, 0.9296]]}

{"formula": "CH7OS", "method": "the ωB97M-V functional and the def2-TZVPD basis", "orbital_gap_ev": 12.4, "total_charge": 1, "e_lumo_ev": -3.96, "de_lowest_kj_mol": 65.1, "elements": ["O", "H", "H", "H", "C", "S", "H", "H", "H", "H"], "coordinates": [[-1.9099, -1.0187, -0.8721], [1.4349, -0.6774, 1.0369], [-2.2676, -0.3260, -1.4177], [-2.6609, -1.5983, -0.6785], [0.6468, 1.4573, 0.7825], [0.8428, -0.1724, 0.0629], [1.6607, 1.8271, 0.8266], [0.0987, 2.0146, 0.0517], [0.1581, 1.5333, 1.8074], [-0.5106, -0.6090, -0.3504]]}

{"formula": "CH7OS", "method": "the ωB97M-V functional and the def2-TZVPD basis", "spin_multiplicity": 2, "orbital_gap_ev": [12.8, 5.0], "total_charge": 2, "e_lumo_ev": [-9.65, -17.44], "de_lowest_kj_mol": 24.3, "elements": ["O", "H", "H", "H", "C", "S", "H", "H", "H", "H"], "coordinates": [[-0.4019, 1.8335, 1.3653], [1.4341, 0.2114, -0.3319], [-0.9104, 1.7563, 2.2291], [-0.0077, 2.7593, 1.3651], [-0.0786, -1.3833, -1.2317], [0.8605, -0.8365, 0.3327], [-0.8286, -0.6293, -1.4195], [-0.5767, -2.3266, -1.0332], [0.6943, -1.3982, -1.9917], [-0.1850, 0.0133, 0.7158]]}

{"formula": "CH7PSi", "method": "the ωB97M-V functional and the def2-TZVPD basis", "smiles": "[SiH3]CP", "orbital_gap_ev": 10.4, "e_lumo_ev": 0.95, "de_lowest_kj_mol": 82.8, "elements": ["Si", "C", "P", "H", "H", "H", "H", "H", "H", "H"], "coordinates": [[-1.2728, 0.2955, -0.0889], [0.3515, -0.4815, 0.6048], [1.9330, 0.1253, -0.1753], [-2.4424, -0.3731, 0.4862], [-1.1112, -0.0057, -1.4822], [-1.0947, 1.6560, 0.3750], [0.3929, -0.1868, 1.6255], [0.4329, -1.6122, 0.6969], [1.4455, -0.6419, -1.2389], [1.3653, 1.2244, -0.8032]]}

{"formula": "CH8AsFN", "method": "the ωB97M-V functional and the def2-TZVPD basis", "orbital_gap_ev": 8.1, "total_charge": -1, "e_lumo_ev": 4.83, "de_lowest_kj_mol": 57.8, "elements": ["C", "As", "N", "F", "H", "H", "H", "H", "H", "H", "H", "H"], "coordinates": [[1.3292, -0.1242, -0.0533], [-0.6665, -0.5048, 0.0333], [-0.9640, 1.3824, 0.0353], [-0.3911, -2.3774, 0.1340], [1.8123, -0.5211, 0.9400], [1.7565, -0.6257, -1.0239], [1.5935, 1.0251, -0.1256], [-0.7265, -0.5744, -1.5305], [-2.2291, -0.6808, 0.0352], [-0.6389, -0.5005, 1.5936], [-0.4765, 1.7082, -0.8508], [-0.3989, 1.7932, 0.8127]]}

{"formula": "CH8FNSi2", "method": "the ωB97M-V functional and the def2-TZVPD basis", "smiles": "FC[SiH3].N=[SiH2]", "orbital_gap_ev": 10.1, "e_lumo_ev": 0.15, "de_lowest_kj_mol": 299.8, "elements": ["F", "C", "Si", "H", "H", "H", "H", "H", "N", "Si", "H", "H", "H"], "coordinates": [[-0.0113, -1.4715, -0.3203], [-1.1615, -0.8740, 0.2282], [-1.9295, 0.6762, -0.5769], [-0.8726, -0.7708, 1.2312], [-1.8081, -1.8022, 0.2295], [-3.5246, 0.4340, -0.3397], [-1.6798, 0.8549, -1.9780], [-1.5435, 1.9084, 0.2188], [2.0562, 1.0346, 0.0718], [3.0192, -0.1527, -0.3737], [1.9694, 1.3333, 0.9547], [4.1700, -1.0949, 0.1360], [2.8368, -0.7643, -1.7248]]}

{"formula": "CH8N2O", "method": "the ωB97M-V functional and the def2-TZVPD basis", "orbital_gap_ev": 9.0, "e_lumo_ev": 0.73, "de_lowest_kj_mol": 118.0, "elements": ["N", "C", "O", "H", "H", "H", "H", "N", "H", "H", "H", "H"], "coordinates": [[-0.1471, 0.9714, -0.7889], [1.5724, 0.6605, -0.0813], [1.7653, 1.6505, 0.6646], [-0.3619, 0.9938, -1.7819], [-0.3334, 1.9056, -0.4248], [1.3762, -0.3285, 0.3607], [2.1153, 0.6600, -1.0363], [-1.3449, -1.5206, 0.6841], [-1.0525, -1.1658, 1.5824], [-0.7568, 0.3763, -0.2016], [-0.6588, -2.1126, 0.2366], [-2.1739, -2.0906, 0.7865]]}

{"formula": "CH8N2O", "method": "the ωB97M-V functional and the def2-TZVPD basis", "smiles": "NCN.O", "orbital_gap_ev": 10.3, "e_lumo_ev": 0.91, "de_lowest_kj_mol": 5.8, "elements": ["N", "C", "N", "H", "H", "H", "H", "H", "H", "O", "H", "H"], "coordinates": [[2.1837, 0.4931, 0.4037], [0.8414, 0.4939, -0.1506], [-0.2088, -0.0788, 0.7098], [2.7369, -0.2678, 0.0505], [2.1744, 0.5347, 1.4113], [0.8637, -0.1369, -1.0424], [0.5299, 1.4936, -0.4367], [-0.2787, 0.4694, 1.5420], [0.0575, -1.0279, 0.9332], [-2.5603, -0.7888, -0.9672], [-2.7215, 0.1244, -1.2258], [-1.8895, -0.6853, -0.2662]]}

{"formula": "CH8N2O2", "method": "the ωB97M-V functional and the def2-TZVPD basis", "smiles": "[H]/N=C/N.O.O", "orbital_gap_ev": 10.0, "e_lumo_ev": 0.55, "de_lowest_kj_mol": 118.7, "elements": ["H", "N", "C", "N", "H", "H", "H", "O", "H", "H", "O", "H", "H"], "coordinates": [[2.1705, -0.1098, 2.7271], [1.2717, -0.5153, 2.4658], [1.1812, -0.4707, 1.2112], [0.0474, -0.9088, 0.5190], [2.0614, -0.2694, 0.6022], [-0.2053, -1.8696, 0.6789], [-0.7564, -0.4162, 0.1774], [-2.5820, 0.5785, -1.0612], [-2.8276, 1.3243, -1.6159], [-2.6651, -0.2112, -1.6043], [0.6449, 1.0827, -2.0834], [0.0607, 0.3373, -1.8789], [1.2171, 0.6202, -2.7115]]}

{"formula": "CH8N2P", "method": "the ωB97M-V functional and the def2-TZVPD basis", "orbital_gap_ev": 9.0, "total_charge": 1, "e_lumo_ev": -5.18, "de_lowest_kj_mol": 163.8, "elements": ["C", "N", "N", "P", "H", "H", "H", "H", "H", "H", "H", "H"], "coordinates": [[-0.9183, -0.0099, -0.4935], [-2.1466, 0.4036, -0.4091], [2.0882, 0.3663, 0.0013], [-0.2440, -0.8643, 0.8597], [-0.2221, 0.5784, -1.1124], [-2.7700, 0.0863, 0.4115], [-2.6388, 1.0205, -0.9622], [2.0838, 1.0937, -0.6284], [2.0580, 0.6812, 0.9621], [3.1042, -0.0197, -0.1188], [-1.2354, -1.6666, 1.1916], [0.8410, -1.6695, 0.2983]]}

{"formula": "CH8N2S", "method": "the ωB97M-V functional and the def2-TZVPD basis", "smiles": "NCN.S", "orbital_gap_ev": 10.0, "e_lumo_ev": 0.84, "de_lowest_kj_mol": 17.2, "elements": ["N", "C", "N", "H", "H", "H", "H", "H", "H", "S", "H", "H"], "coordinates": [[1.0117, -1.1686, 0.8136], [1.1340, -0.9708, -0.6237], [2.3618, -0.4063, -1.1321], [1.1432, -0.3008, 1.3238], [1.7549, -1.7816, 1.1296], [0.2957, -0.3512, -0.9599], [0.9121, -1.9391, -1.0812], [3.1545, -0.7933, -0.6335], [2.3776, 0.5986, -0.9948], [-4.6672, 2.9218, 0.9821], [-5.0329, 2.5107, -0.2376], [-4.4454, 1.6805, 1.4135]]}

{"formula": "CH8N3Si", "method": "the ωB97M-V functional and the def2-TZVPD basis", "smiles": "C1N[NH2+][SiH2]N1", "orbital_gap_ev": 9.6, "total_charge": 1, "e_lumo_ev": -4.24, "de_lowest_kj_mol": 323.2, "elements": ["C", "N", "N", "Si", "N", "H", "H", "H", "H", "H", "H", "H", "H"], "coordinates": [[-0.2558, -0.4330, -1.2705], [-0.9639, -0.8905, -0.0930], [-0.1100, -0.6649, 1.0570], [0.7492, 1.0765, 0.8919], [0.1474, 0.9398, -1.0297], [0.5790, -1.1248, -1.4585], [-0.9485, -0.4803, -2.1138], [-1.7934, -0.3049, 0.0059], [-0.6734, -0.8021, 1.9014], [0.5805, -1.4271, 1.0502], [2.1217, 0.7926, 1.2598], [-0.1692, 1.9840, 1.5423], [0.7363, 1.3346, -1.7429]]}

{"formula": "CH8N4O", "method": "the ωB97M-V functional and the def2-TZVPD basis", "smiles": "CONNNN", "orbital_gap_ev": 9.7, "e_lumo_ev": 1.10, "de_lowest_kj_mol": 492.5, "elements": ["C", "O", "N", "N", "N", "N", "H", "H", "H", "H", "H", "H", "H", "H"], "coordinates": [[0.7306, -0.9561, 2.3970], [1.2880, -0.4143, 1.2218], [0.3094, -0.6899, -0.1058], [-0.1378, 0.6303, -0.1157], [-0.8558, 0.2508, -1.4131], [-0.7333, 1.2345, -2.3969], [1.5221, -1.4148, 3.0035], [-0.0177, -1.7380, 2.2066], [0.2562, -0.1649, 2.9935], [1.0949, -0.8251, -0.7498], [0.6304, 1.2635, -0.3593], [-1.7817, -0.1374, -1.2230], [-1.0365, 0.8966, -3.3086], [-1.2689, 2.0646, -2.1501]]}

{"formula": "CH8N4O", "method": "the ωB97M-V functional and the def2-TZVPD basis", "smiles": "N[C@@H](O)N(N)N", "orbital_gap_ev": 9.5, "e_lumo_ev": 0.97, "de_lowest_kj_mol": 189.9, "elements": ["N", "C", "O", "N", "N", "N", "H", "H", "H", "H", "H", "H", "H", "H"], "coordinates": [[-0.6906, -1.0825, -1.1916], [-0.8368, -0.3365, 0.0153], [-1.1073, -1.0379, 1.1608], [0.5226, 0.2537, 0.5214], [1.6535, 0.0046, -0.2703], [0.4660, 1.6215, 0.9296], [-1.5721, -1.1843, -1.6766], [-0.3201, -2.0071, -0.9977], [-1.5460, 0.4944, -0.1542], [-0.0595, -0.7576, 1.5340], [1.5830, -0.6658, -1.0291], [1.9826, 0.8331, -0.7599], [0.0676, 2.1876, 0.1778], [-0.1430, 1.6769, 1.7406]]}

{"formula": "CH8N5", "method": "the ωB97M-V functional and the def2-TZVPD basis", "orbital_gap_ev": 10.2, "total_charge": 1, "e_lumo_ev": -3.89, "de_lowest_kj_mol": 352.9, "elements": ["C", "N", "N", "N", "N", "N", "H", "H", "H", "H", "H", "H", "H", "H"], "coordinates": [[0.5229, 1.8854, 0.9887], [-1.8041, 0.6617, -0.6317], [0.2771, 0.9584, 0.2056], [1.6774, 2.5566, 0.8763], [-0.3066, -2.4732, -0.5141], [-0.7219, 0.3106, -0.2181], [-0.1759, 2.1478, 1.8090], [-1.9155, 1.5945, -0.7406], [-0.6797, -2.9208, 0.3481], [0.6305, -2.9605, -0.5382], [2.3467, 2.0635, 0.2844], [2.1660, 3.2606, 1.4275], [-0.8197, -2.7695, -1.4000], [-0.5001, -0.9893, -0.3271]]}

{"formula": "CH8NO", "method": "the ωB97M-V functional and the def2-TZVPD basis", "orbital_gap_ev": 11.1, "total_charge": 1, "e_lumo_ev": -4.02, "de_lowest_kj_mol": 71.9, "elements": ["N", "H", "H", "H", "H", "C", "O", "H", "H", "H", "H"], "coordinates": [[0.6437, 1.5236, -0.8927], [1.2365, 2.1876, -0.3963], [1.1723, 0.7620, -1.3225], [0.0005, 1.0475, -0.2260], [0.0604, 1.9543, -1.6121], [-0.4665, -1.5245, 0.4348], [-0.6102, -0.1916, 1.0058], [-1.4563, -1.9912, 0.2703], [0.1915, -1.3216, -0.4139], [-0.0346, -2.1646, 1.2111], [-0.7373, -0.2816, 1.9415]]}

{"formula": "CH8NO2", "method": "the ωB97M-V functional and the def2-TZVPD basis", "orbital_gap_ev": 8.1, "total_charge": 1, "e_lumo_ev": -7.33, "de_lowest_kj_mol": 338.9, "elements": ["C", "N", "H", "H", "H", "H", "H", "H", "O", "H", "H", "O"], "coordinates": [[1.2584, 1.0878, -0.0451], [0.4762, 0.3121, 0.6825], [2.3226, 0.8441, -0.1234], [0.8073, 1.9883, -0.4672], [0.2069, 0.3384, 1.6606], [-0.2715, -0.1158, 0.1304], [0.3372, -3.0713, -0.6464], [1.5529, -2.3633, -1.1089], [0.6698, -2.1668, -0.7696], [-2.7814, 1.3887, -0.4039], [-2.4457, 0.8822, 1.0011], [-2.1326, 0.8755, 0.0900]]}